Entry 1:
DFT (ωB97M-V/def2-TZVPD) results for a structure of composition C37H43N6O2S4Se2Si2V in a non-equilibrium geometry.

LUMO level (alpha / beta): -4.7 / -4.1 eV
HOMO level (alpha / beta): -8.71 / -8.71 eV
Net charge: +1
Orbital gap (alpha / beta): 3.96 / 4.60 eV
2S+1: 2

```
97
Properties=species:S:1:pos:R:3:forces:R:3:mulliken_charge:R:1
V -0.969828 0.848180 0.640971 -0.35 -1.02 -0.20 -0.739
Se -4.221155 1.514928 -0.080065 0.08 -0.15 0.07 0.066
Se -4.491087 -0.164559 1.514767 -0.07 0.11 -0.03 0.071
C -3.210898 -1.454891 0.903764 0.14 -0.02 -0.04 -0.405
C -3.611896 -2.775532 0.833929 0.06 -0.17 -0.05 -0.831
C -2.690973 -3.742480 0.436749 -0.21 0.05 0.07 -0.730
C -1.416083 -3.355088 0.074256 0.13 -0.07 -0.01 -0.381
C -1.088968 -2.016412 0.155276 -0.20 0.15 -0.09 -0.233
N -1.960151 -1.082990 0.595774 -0.01 0.05 0.07 1.232
C -3.185731 2.749344 0.950276 -0.01 -0.21 0.17 -0.270
C -3.727288 3.891073 1.399316 0.01 0.23 0.15 -0.885
C -2.947851 4.735949 2.283525 -0.14 -0.07 -0.08 -0.473
C -1.661305 4.463588 2.524495 -0.02 0.00 -0.05 -1.722
C -1.015645 3.369552 1.779752 -0.35 -0.04 0.18 1.153
N -1.889310 2.375782 1.265724 0.51 0.39 -0.33 1.312
H -4.632451 -3.041928 1.069887 0.00 0.01 0.01 0.548
H -2.984443 -4.783371 0.387545 0.01 0.01 -0.01 0.532
H -0.674999 -4.062140 -0.275515 -0.10 0.02 0.06 0.198
H -0.112136 -1.678361 -0.187486 -0.03 0.03 0.07 0.079
H -4.756125 4.126027 1.172228 0.00 0.02 0.01 0.516
H -3.437273 5.562289 2.782600 0.00 -0.02 -0.01 0.541
H -1.055630 5.031373 3.217043 0.00 0.02 -0.05 0.604
H -0.183799 2.920100 2.308997 0.06 0.08 -0.01 -0.780
C 2.698801 6.577116 -4.683889 -0.01 -0.03 0.03 -1.474
C 2.256070 5.801993 -3.476430 0.00 -0.03 0.03 1.036
C 0.939838 5.910344 -3.013363 0.07 0.02 -0.05 -0.941
C 0.503523 5.186112 -1.922394 0.00 0.01 0.00 -0.119
C 1.411836 4.346935 -1.285292 0.09 -0.04 0.00 -0.848
C 2.730791 4.226128 -1.704141 0.03 -0.06 -0.01 -0.430
C 3.141175 4.957118 -2.803181 0.00 0.09 -0.09 -1.064
S 0.932133 3.334407 0.031638 -0.14 0.20 0.04 1.681
O -0.295754 4.102358 0.571855 0.10 -0.05 -0.08 -0.452
O 1.944393 3.164717 1.022409 -0.01 -0.02 -0.02 -0.748
N 0.440195 1.909771 -0.462271 -0.06 0.55 0.29 0.977
C -0.204940 1.642190 -1.692412 0.03 -0.33 0.10 0.212
C 0.051175 2.071500 -2.975988 0.09 0.08 -0.08 -0.767
C -0.738968 1.529742 -3.982155 0.01 0.02 -0.06 -0.651
C -1.712748 0.583826 -3.702513 0.00 0.02 -0.06 -1.011
C -1.864159 0.167139 -2.399688 0.17 -0.06 0.14 -0.324
N -1.133715 0.715889 -1.423855 0.01 0.23 0.06 1.022
H 2.312226 7.595305 -4.658778 0.00 0.00 0.01 0.394
H 2.319646 6.105258 -5.592930 0.00 0.01 0.01 0.304
H 3.783657 6.618112 -4.756153 0.00 0.00 0.01 0.376
H 0.251477 6.579206 -3.515405 0.02 -0.01 0.00 0.422
H -0.513500 5.272226 -1.566348 0.01 0.00 -0.01 0.512
H 3.420845 3.576719 -1.178316 -0.03 0.03 -0.01 0.450
H 4.167817 4.879002 -3.138542 -0.03 0.01 -0.01 0.368
H 0.847604 2.762485 -3.203329 -0.02 -0.01 0.01 0.597
H -0.564006 1.830553 -5.006970 0.00 0.00 0.01 0.459
H -2.298076 0.129402 -4.487061 0.00 0.00 0.00 0.481
H -2.558993 -0.609818 -2.116488 -0.02 0.00 0.03 0.454
S 2.186289 -6.284065 0.292204 0.01 0.02 0.01 -0.302
C 1.649588 -5.245604 -0.880051 -0.01 0.17 -0.04 0.233
S 2.096661 -3.559919 -0.946570 -0.01 -0.01 -0.12 -0.067
C 0.939559 -3.259170 -2.244556 0.12 0.11 0.16 0.033
N 0.346784 -4.339314 -2.632383 -0.04 -0.29 0.08 -0.797
N 0.775149 -5.442700 -1.893809 -0.07 -0.03 -0.06 0.715
C 0.137360 -6.685482 -2.201902 -0.03 0.13 -0.03 0.305
C 0.863620 -7.864899 -2.217747 0.05 -0.07 -0.01 -0.513
C 0.218841 -9.052627 -2.530987 0.00 0.02 0.00 -0.655
C -1.135627 -9.060963 -2.832943 0.02 -0.01 0.00 -0.443
C -1.849114 -7.871057 -2.828780 0.01 0.06 0.02 -0.726
C -1.215204 -6.677788 -2.513967 -0.06 -0.06 0.01 -0.134
S 0.620958 -1.662625 -2.767274 0.04 -0.06 -0.12 -0.205
H 1.918080 -7.852243 -1.982148 -0.05 -0.02 -0.03 0.409
H 0.783827 -9.975685 -2.543753 -0.01 0.02 0.00 0.373
H -1.631373 -9.990911 -3.079954 0.01 0.01 0.01 0.384
H -2.903244 -7.868470 -3.075524 0.01 0.00 0.00 0.358
H -1.751375 -5.738635 -2.531096 0.01 0.00 -0.02 0.495
C -1.962009 1.129465 4.183975 -0.09 0.01 0.08 -1.151
Si -0.151210 0.788353 3.863725 -0.04 0.04 0.09 0.489
C 0.853956 2.289713 4.375808 0.06 0.16 0.05 -1.313
C 0.317270 -0.617882 4.996138 0.06 -0.14 -0.01 -1.202
C 0.154528 0.133510 2.073428 0.26 0.11 -0.14 0.946
Si 2.038516 -0.336951 1.811011 0.06 -0.11 -0.02 0.407
C 2.081721 -2.136976 2.297321 -0.13 -0.11 0.12 -0.945
C 3.181561 0.633537 2.920040 0.07 0.05 0.05 -1.054
C 2.687192 -0.145237 0.078069 0.02 0.03 -0.10 -0.523
H -2.112945 1.050894 5.265578 -0.01 0.02 -0.03 0.509
H -2.623160 0.400049 3.710579 0.05 0.03 0.03 0.137
H -2.288425 2.126616 3.882745 -0.01 -0.06 0.00 0.194
H 0.215095 2.961804 4.957769 0.02 -0.01 -0.04 0.522
H 1.340184 2.871301 3.589689 -0.04 -0.08 0.01 0.273
H 1.653167 1.954181 5.039300 -0.04 0.05 0.01 0.510
H 0.185352 -0.270798 6.025109 -0.01 -0.01 -0.01 0.431
H 1.353730 -0.941705 4.883819 -0.10 0.06 0.06 0.307
H -0.330984 -1.486853 4.855371 0.04 0.01 0.00 0.339
H -0.269478 -0.870198 2.206975 0.00 -0.02 -0.10 0.093
H 1.785429 -2.288968 3.338985 0.05 -0.02 -0.13 0.291
H 3.086854 -2.546595 2.173294 0.00 0.02 -0.01 0.410
H 1.420715 -2.739500 1.668914 0.03 0.00 0.06 0.097
H 2.989757 0.519699 3.987261 0.01 -0.01 -0.06 0.286
H 3.204199 1.694825 2.671834 -0.01 -0.03 0.03 0.218
H 4.183298 0.233071 2.731543 -0.02 0.00 0.00 0.454
H 2.038359 -0.507466 -0.726603 0.03 0.06 0.04 0.034
H 3.599536 -0.751743 0.044183 -0.02 0.03 -0.01 0.526
H 2.973698 0.889841 -0.126438 -0.06 -0.08 -0.01 -0.071
```
Positions in Å, forces in eV/Å.

=====

Entry 2:
DFT (ωB97M-V/def2-TZVPD) results for a structure of composition C24H46IrN2O7PS3Si3 in a non-equilibrium geometry.

LUMO level (alpha / beta): -4.5 / -4.6 eV
HOMO level (alpha / beta): -10.76 / -10.94 eV
Net charge: +1
Energy above the lowest of the compared OMol25 structures with the same formula, charge and spin: 0.315 eV
Orbital gap (alpha / beta): 6.22 / 6.37 eV
2S+1: 2

```
87
Properties=species:S:1:pos:R:3:forces:R:3:mulliken_charge:R:1
Ir 0.444176 -0.145868 -0.348939 -1.71 0.22 -0.30 1.861
O -2.649767 2.733432 -1.029009 0.12 -0.10 -0.13 -0.493
C -1.643274 1.943632 -0.740179 -0.03 0.15 0.41 0.387
O -1.259504 1.022380 -1.439576 0.37 -0.07 -0.13 -0.481
C -1.014811 2.207684 0.586922 -0.01 0.00 -0.23 -0.329
C -1.318723 3.224086 1.474053 0.01 0.04 0.09 -0.454
C -0.655974 3.256100 2.694422 0.00 0.00 -0.07 -1.301
C 0.240833 2.242911 3.019298 0.01 0.02 -0.11 -0.854
C 0.485893 1.250401 2.090502 0.10 -0.08 -0.11 1.484
N -0.101914 1.283872 0.875105 0.59 0.23 0.14 0.788
C 1.348668 0.040446 2.230491 -0.42 -0.08 -0.27 -1.007
O 1.954030 -0.305988 3.326300 0.02 0.10 0.00 -0.420
O 1.461371 -0.705661 1.241973 0.92 0.03 0.61 -0.494
H -3.026559 2.475002 -1.888204 -0.05 0.01 0.00 0.561
H -2.059864 3.963110 1.204212 0.01 0.02 0.02 0.653
H -0.849950 4.052387 3.398851 -0.01 0.00 0.00 0.502
H 0.742448 2.244692 3.978323 -0.02 0.00 0.02 0.495
H 1.682313 0.214885 4.094439 0.00 -0.01 0.00 0.375
C 1.163399 -3.145554 -0.902225 0.05 0.11 0.00 -0.637
O 1.237384 -1.774515 -1.344090 -0.02 -0.32 -0.66 -0.425
Si 2.620035 -1.020211 -2.061380 0.00 0.18 0.07 0.466
C 2.811593 -1.622815 -3.799485 0.01 -0.17 -0.06 -1.522
C 4.104892 -1.598412 -1.104977 -0.01 -0.18 0.12 -1.354
C 1.959035 0.673642 -1.705687 0.26 0.39 0.48 0.087
Si 1.118921 1.431484 -3.242600 0.10 -0.14 0.04 0.791
C -0.238491 0.295825 -3.893891 -0.02 -0.19 -0.05 -1.112
C 0.433000 3.170184 -2.966716 -0.20 -0.05 0.00 -1.486
C 2.331885 1.661211 -4.651941 0.06 0.03 -0.07 -1.336
Si 3.213327 1.848765 -0.920358 -0.04 0.00 -0.13 -0.203
C 3.896510 1.312377 0.746754 0.03 -0.10 0.05 -0.678
C 2.489146 3.541900 -0.546630 -0.03 0.09 0.03 -0.979
C 4.710276 2.104365 -2.017367 0.06 -0.01 -0.04 -1.032
H 1.102439 -3.782477 -1.783848 0.00 -0.03 0.02 0.253
H 0.279722 -3.258652 -0.281546 0.02 -0.03 0.01 -0.030
H 2.046455 -3.387562 -0.311746 -0.01 -0.03 0.01 0.335
H 3.018766 -2.696942 -3.784878 -0.01 0.01 0.01 0.480
H 3.671786 -1.143668 -4.272630 0.01 -0.04 0.02 0.385
H 1.937453 -1.456827 -4.423845 -0.02 0.03 -0.04 0.320
H 4.426321 -2.569773 -1.489369 0.02 0.01 0.02 0.397
H 3.891927 -1.718514 -0.040857 0.01 0.04 0.00 0.375
H 4.949807 -0.916437 -1.205524 0.00 0.01 -0.03 0.371
H -0.633971 -0.416886 -3.167107 0.07 -0.01 -0.11 0.122
H 0.124654 -0.282898 -4.744103 0.03 0.02 -0.06 0.429
H -1.087882 0.881663 -4.253118 0.02 0.02 0.00 0.499
H 0.244084 3.443001 -1.930638 -0.09 -0.02 0.05 0.268
H -0.499884 3.279049 -3.527482 0.01 0.02 0.00 0.396
H 1.129776 3.911770 -3.360639 -0.01 0.00 0.00 0.475
H 2.964378 0.796579 -4.847164 -0.02 0.05 -0.02 0.335
H 2.975836 2.528627 -4.506087 -0.01 0.00 -0.01 0.351
H 1.746116 1.848055 -5.557548 0.01 0.00 0.00 0.350
H 3.157052 1.339070 1.546798 0.02 0.10 0.02 0.047
H 4.659425 2.046872 1.018954 0.02 -0.01 -0.02 0.586
H 4.366653 0.331074 0.759625 -0.01 -0.02 0.02 0.409
H 1.527830 3.489025 -0.026143 0.01 0.00 0.02 0.093
H 2.347698 4.151617 -1.438547 0.02 0.00 0.05 0.388
H 3.183768 4.074555 0.108382 0.01 -0.01 -0.01 0.460
H 5.266504 1.177083 -2.175373 -0.01 0.00 -0.02 0.294
H 5.402669 2.817402 -1.561514 -0.04 -0.02 0.04 0.418
H 4.442773 2.495502 -2.997603 0.01 0.01 -0.02 0.264
S -2.049067 -3.094497 -1.863307 -0.18 0.08 -0.02 -0.032
C -3.573156 -2.426019 -1.958257 0.21 -0.08 0.03 0.552
N -4.627988 -1.946297 -1.980537 -0.03 0.05 0.00 -0.560
C -3.296594 -4.837802 1.990428 -0.01 -0.02 0.02 -1.418
C -3.775055 -3.425172 1.747405 0.03 0.03 -0.04 1.523
C -5.212455 -3.197467 2.152794 -0.01 -0.02 0.00 -1.491
O -2.991958 -2.468039 2.538896 -0.02 -0.03 0.10 0.077
P -1.509800 -2.005331 2.262633 -0.21 0.15 -0.20 0.035
S -0.078206 -3.193593 2.678625 0.19 -0.16 0.03 -0.362
S -1.599160 -1.292831 0.293977 -0.07 -0.15 0.26 0.202
O -1.413402 -0.670821 3.149109 0.03 0.11 0.03 -0.325
C -2.488520 0.199909 3.630047 0.01 -0.17 0.06 0.863
C -3.477429 0.599607 2.553685 -0.01 0.01 -0.05 -0.562
C -3.152628 -0.420839 4.842449 -0.01 0.02 0.03 -1.552
H -3.920165 -5.520151 1.411763 0.01 -0.02 0.01 0.453
H -3.382268 -5.095222 3.047067 -0.02 0.01 0.00 0.317
H -2.260308 -4.974072 1.685958 -0.01 0.02 -0.02 0.315
H -3.643382 -3.151482 0.699301 0.02 0.01 -0.03 -0.708
H -5.348808 -3.417320 3.212880 0.00 0.00 -0.01 0.326
H -5.861617 -3.855310 1.575295 0.00 0.00 0.00 0.456
H -5.515850 -2.168897 1.958470 0.00 -0.01 0.00 0.332
H -1.929729 1.082346 3.952886 -0.07 -0.02 0.00 0.303
H -4.051946 -0.256083 2.203463 0.01 0.02 0.03 -0.235
H -2.982351 1.047619 1.692643 -0.08 -0.05 0.07 -0.018
H -4.172083 1.330058 2.971383 0.00 0.01 0.02 0.541
H -3.801862 -1.245729 4.556320 0.01 0.00 -0.01 0.179
H -3.752308 0.338175 5.347102 -0.02 -0.02 0.01 0.494
H -2.404371 -0.790804 5.542706 0.00 0.01 0.00 0.376
```
Positions in Å, forces in eV/Å.